(1)
95
Properties=species:S:1:pos:R:3:forces:R:3 method="wB97M-V/def2-TZVPD" relative_energy_kcal_mol=90.4 total_energy_ha=-1620.86773 smiles=COC[C@H](C)N.COC[C@H](C)N.COC[C@H](C)N.COC[C@H](C)N.CCO.CCO.CCO homo_energy_ha=-0.3359
C -13.258 12.785 -12.496 -1.5 -2.1 -0.9
O -13.177 14.122 -12.475 0.2 3.9 -0.1
C -14.371 14.934 -12.398 0.3 -0.1 0.9
C -14.083 16.389 -12.841 -0.3 -0.3 -0.1
C -15.391 17.239 -12.799 0.6 -0.9 0.6
N -13.520 16.344 -14.190 -1.0 0.2 0.3
H -12.290 12.338 -12.720 0.1 0.1 0.4
H -13.913 12.501 -13.320 -0.2 -0.5 -0.4
H -13.749 12.349 -11.626 0.3 -0.1 0.5
H -15.247 14.548 -12.918 0.3 -0.4 -0.8
H -14.703 14.908 -11.360 0.0 0.3 0.3
H -13.322 16.794 -12.173 -0.1 0.1 0.4
H -16.170 16.483 -12.891 -0.5 0.5 -0.2
H -15.490 18.008 -13.565 0.3 -0.3 -0.2
H -15.508 17.745 -11.840 0.0 -0.1 0.1
H -13.041 15.457 -14.253 0.8 0.3 -0.3
H -12.933 17.165 -14.221 0.6 -0.4 -0.7
C -14.761 25.248 -24.682 0.3 1.4 -0.8
O -13.990 25.916 -25.774 -0.6 -1.5 0.7
C -14.825 26.243 -26.915 0.4 -0.3 2.6
C -14.131 26.350 -28.224 1.9 0.6 -1.3
C -13.044 27.437 -28.254 0.3 0.6 0.9
N -15.146 26.638 -29.219 -0.7 0.0 -0.1
H -14.157 24.670 -23.983 0.6 0.1 -0.6
H -15.571 24.612 -25.037 0.2 -0.1 -0.4
H -15.226 26.026 -24.078 -0.1 0.2 0.0
H -15.581 25.458 -26.925 -0.3 0.1 -0.5
H -15.265 27.211 -26.673 -0.5 0.2 -0.2
H -13.609 25.430 -28.487 -0.2 -0.4 0.1
H -13.447 28.431 -28.060 -0.5 0.0 0.7
H -12.457 27.703 -29.134 -0.3 -1.2 -0.7
H -12.301 27.211 -27.489 0.0 0.1 0.2
H -15.153 27.625 -29.431 0.3 0.2 -0.2
H -16.027 26.527 -28.737 -0.6 -0.3 -0.4
C -9.680 26.869 -13.369 1.6 -0.5 0.7
O -9.212 25.494 -13.333 -0.6 0.4 -0.5
C -10.183 24.569 -13.814 -0.5 0.0 0.3
C -9.653 23.252 -14.376 2.1 -0.1 -0.3
C -8.566 23.394 -15.448 0.3 0.8 0.5
N -10.698 22.404 -14.904 -0.9 -0.2 0.2
H -10.668 27.105 -12.975 -0.5 -0.7 -0.5
H -9.455 27.303 -14.344 -0.5 0.0 -0.1
H -9.047 27.378 -12.642 0.3 0.1 -0.1
H -10.822 24.333 -12.964 -0.4 -0.2 0.0
H -10.814 25.041 -14.567 -0.1 0.2 -0.3
H -9.124 22.720 -13.585 -0.4 -0.1 0.5
H -8.987 24.031 -16.227 0.4 -0.2 -0.5
H -8.213 22.422 -15.791 -0.6 -0.1 -0.4
H -7.637 23.812 -15.060 -0.2 0.6 0.1
H -10.283 21.740 -15.541 0.1 -0.3 0.2
H -11.336 22.906 -15.505 -0.2 0.4 0.1
C -20.001 25.902 -16.576 0.2 -0.8 0.0
O -19.191 25.066 -15.736 -0.9 0.9 0.1
C -18.262 25.869 -15.065 1.0 0.2 0.5
C -17.192 24.999 -14.481 1.6 0.0 1.3
C -17.680 24.101 -13.333 0.1 -0.7 -1.7
N -16.093 25.818 -13.885 -0.5 0.7 -0.1
H -20.525 26.716 -16.075 0.3 0.1 0.5
H -20.793 25.290 -17.006 0.3 -0.1 -0.2
H -19.316 26.302 -17.324 -0.4 0.2 -0.4
H -17.714 26.512 -15.754 -0.3 0.5 -0.4
H -18.664 26.494 -14.267 -0.5 0.1 0.0
H -16.796 24.465 -15.345 -0.1 -0.8 0.1
H -18.223 24.661 -12.571 0.3 -0.1 0.0
H -16.836 23.510 -12.978 0.1 0.3 0.6
H -18.312 23.336 -13.785 -0.5 0.1 0.2
H -15.631 26.481 -14.491 -0.3 0.0 -0.4
H -15.344 25.316 -13.431 -0.4 -0.5 0.0
C -16.784 20.538 -18.948 -0.2 0.7 -0.9
C -15.928 19.988 -17.806 -0.9 1.8 -2.7
O -16.389 18.681 -17.746 0.2 -1.0 1.3
H -16.485 21.560 -19.179 -0.1 0.2 0.0
H -17.857 20.532 -18.753 0.0 0.2 0.7
H -16.775 19.991 -19.891 0.8 -0.3 0.1
H -16.097 20.760 -17.056 -0.3 -0.9 1.3
H -14.883 20.130 -18.082 0.3 -0.6 0.0
H -15.888 18.154 -17.119 0.1 -0.1 0.2
C -9.749 23.273 -22.320 -0.2 0.4 0.0
C -9.298 22.192 -21.322 0.6 1.9 -0.1
O -10.346 21.835 -20.420 0.3 -0.9 -0.9
H -10.153 24.169 -21.849 0.1 -0.1 0.5
H -10.538 23.007 -23.023 0.0 -0.7 0.1
H -8.933 23.631 -22.947 0.3 -0.2 0.1
H -8.503 22.579 -20.686 0.1 0.6 0.0
H -8.726 21.445 -21.872 -0.9 -1.0 0.0
H -10.333 20.875 -20.414 -0.4 -0.1 0.3
C -19.515 14.166 -17.279 -1.7 -0.5 0.5
C -20.512 15.323 -16.829 2.7 -0.8 -2.4
O -20.286 16.364 -17.818 -1.0 0.1 0.8
H -19.610 13.343 -16.570 0.7 0.1 0.5
H -18.489 14.484 -17.462 0.0 0.2 0.6
H -19.792 13.637 -18.191 -0.5 0.6 -0.4
H -20.215 15.630 -15.826 -0.4 0.2 0.1
H -21.553 15.011 -16.911 0.2 0.1 0.2
H -19.344 16.535 -17.877 0.1 0.0 0.1



(2)
101
Properties=species:S:1:pos:R:3:forces:R:3 method="wB97M-V/def2-TZVPD" relative_energy_kcal_mol=42.9 total_energy_ha=-2018.20857 smiles=COC[C@H](C)N.COC[C@H](C)N.COC[C@H](C)N.OCCO.OCCO.OCCO.OCCO.OCCO homo_energy_ha=-0.3375
C 2.062 -0.294 4.268 0.4 -1.0 0.7
O 1.676 0.993 3.920 -1.5 1.5 -0.2
C 2.433 2.052 4.523 1.8 -0.5 -1.0
C 2.123 3.495 4.030 -2.2 -1.3 -1.0
C 1.979 3.748 2.506 0.0 -1.4 1.2
N 3.062 4.455 4.504 0.5 0.3 1.3
H 3.037 -0.530 3.843 0.2 -0.1 0.1
H 1.354 -1.043 3.913 -0.2 0.4 -0.5
H 2.064 -0.469 5.344 0.3 0.3 0.3
H 2.452 1.998 5.612 -0.8 0.1 0.3
H 3.459 1.760 4.299 0.6 0.5 -0.3
H 1.145 3.672 4.476 -0.5 0.2 0.1
H 2.032 4.821 2.321 0.2 -0.2 -0.1
H 1.016 3.364 2.170 0.1 0.0 -0.2
H 2.793 3.161 2.081 0.0 0.5 -0.7
H 2.502 5.295 4.553 0.3 0.7 -0.4
H 3.140 4.269 5.494 0.7 -0.1 0.5
C -7.169 2.214 0.288 -0.3 1.3 0.5
O -6.349 1.371 -0.441 1.9 -0.6 -0.2
C -4.905 1.586 -0.286 -0.4 -1.0 0.0
C -4.196 0.222 -0.310 0.0 -0.4 -0.2
C -4.550 -0.701 0.821 -0.7 0.5 0.7
N -2.718 0.413 -0.257 -1.3 0.5 -0.1
H -6.932 3.254 0.065 0.0 0.3 0.0
H -7.096 2.109 1.371 0.3 -0.3 0.2
H -8.226 2.089 0.054 0.1 -0.4 -0.4
H -4.471 2.183 -1.088 -0.4 0.2 -0.4
H -4.595 2.091 0.629 -0.6 0.1 0.4
H -4.485 -0.299 -1.223 0.0 0.1 -0.4
H -3.994 -1.636 0.746 0.0 0.0 0.1
H -5.619 -0.911 0.874 0.0 -0.1 -0.2
H -4.304 -0.174 1.743 0.2 -0.3 0.3
H -2.326 -0.422 0.155 0.2 -0.1 -0.2
H -2.428 0.517 -1.219 0.6 -0.1 0.1
C -1.550 -3.430 0.049 -1.8 0.0 1.1
O -0.589 -3.584 -0.909 0.7 -0.7 -1.2
C -0.569 -4.884 -1.532 1.5 0.8 -0.3
C 0.654 -4.909 -2.520 -1.0 0.1 0.2
C 0.491 -3.940 -3.635 0.0 0.8 -0.9
N 0.856 -6.243 -3.121 -0.4 0.0 1.3
H -2.544 -3.738 -0.277 -0.3 0.1 -0.6
H -1.636 -2.386 0.350 0.3 -0.1 0.0
H -1.431 -4.044 0.941 0.7 -0.1 0.3
H -0.391 -5.620 -0.749 -0.3 -0.3 0.1
H -1.507 -5.041 -2.065 -0.1 -0.2 0.0
H 1.530 -4.601 -1.950 0.2 -0.3 0.2
H 1.356 -4.036 -4.291 0.0 0.2 -0.1
H 0.400 -2.891 -3.352 0.1 -0.1 0.3
H -0.387 -4.172 -4.238 -0.2 -0.1 0.0
H 0.413 -6.849 -2.446 0.4 -0.9 0.2
H 0.252 -6.389 -3.917 0.0 0.5 -0.5
O 3.566 -1.971 -2.372 -0.7 0.3 -0.9
C 4.684 -2.494 -1.725 0.2 1.3 2.0
C 4.918 -1.638 -0.392 1.0 -0.5 -1.2
O 4.132 -2.085 0.667 -0.4 -0.6 0.3
H 2.874 -1.881 -1.712 -0.7 0.0 0.3
H 4.451 -3.505 -1.390 0.4 -0.3 -0.1
H 5.505 -2.442 -2.439 0.2 -0.1 0.3
H 4.740 -0.575 -0.556 -0.1 0.1 -0.5
H 5.960 -1.694 -0.077 0.3 -0.3 -0.1
H 3.458 -1.423 0.839 -0.2 0.2 0.3
O -1.870 -1.234 2.719 -0.1 -0.4 -1.0
C -1.758 -0.142 3.582 0.5 1.7 0.7
C -1.424 1.254 2.884 -1.0 -0.6 1.9
O -2.597 1.918 2.449 0.0 -0.5 -0.7
H -1.841 -2.027 3.258 -0.1 -0.1 -0.1
H -2.656 0.008 4.182 -0.6 0.2 -0.4
H -1.058 -0.406 4.374 0.8 0.4 -0.1
H -0.655 1.201 2.113 0.0 -0.2 0.0
H -1.151 1.956 3.672 1.0 -0.5 0.3
H -2.699 1.609 1.546 -0.4 0.0 -0.7
O -1.567 4.796 -0.936 0.9 -0.8 0.4
C -1.249 3.411 -0.611 -0.9 0.4 -0.9
C -0.738 2.639 -1.825 -0.3 -0.2 -0.3
O 0.584 3.021 -2.060 0.7 0.5 0.3
H -0.789 5.306 -0.699 0.0 0.2 -0.2
H -0.459 3.287 0.131 -0.1 0.4 0.3
H -2.204 3.066 -0.214 0.3 -0.6 -0.1
H -1.302 2.784 -2.746 -0.6 0.5 0.1
H -0.744 1.556 -1.701 -0.2 -0.3 0.7
H 0.771 2.805 -2.976 0.4 0.0 -0.4
O 2.636 0.346 1.384 1.1 -0.5 -0.9
C 1.698 0.456 0.328 -0.6 0.7 0.7
C 0.790 -0.737 0.275 -1.0 -1.0 -1.2
O 1.308 -1.773 -0.591 0.8 1.3 0.6
H 2.196 0.568 2.208 -0.3 0.3 0.2
H 1.148 1.379 0.511 -0.6 0.0 0.0
H 2.151 0.672 -0.640 0.5 -0.5 0.1
H -0.200 -0.488 -0.107 0.0 0.6 -0.5
H 0.493 -1.165 1.233 0.7 0.1 0.6
H 0.685 -2.504 -0.580 -0.2 -0.5 -0.2
O 2.746 -0.778 -4.731 0.0 -0.8 -1.7
C 2.332 0.463 -4.344 -0.6 1.8 1.2
C 1.630 1.336 -5.408 1.0 -3.5 -0.7
O 0.939 2.364 -4.808 -0.4 1.2 0.2
H 3.011 -1.223 -3.922 0.4 -0.6 0.3
H 1.611 0.351 -3.535 -0.4 0.2 0.3
H 3.173 1.004 -3.909 0.2 0.5 0.0
H 0.945 0.652 -5.909 -0.4 -0.2 0.0
H 2.346 1.542 -6.204 0.2 1.0 0.1
H 0.167 2.539 -5.351 0.0 0.3 0.1